# C8H33AsF6N9O8

A structure of composition C8H33AsF6N9O8 at a distorted geometry (wB97M-V/def2-TZVPD, OMol25).

Results
- Frontier orbital gap: 9.45 eV
- E_HOMO: -0.263 Eh
- Spin multiplicity: 1
- Charge: -1
- Strongest force on any atom: 0.0228 Eh/bohr
- E_tot: -115777.3467 eV
- Energy above the lowest of the compared OMol25 structures with the same formula, charge and spin: 0.000 eV

Structure (XYZ):
```
65
Properties=species:S:1:pos:R:3:forces:R:3:nbo_charge:R:1
As 0.8923 -0.9298 0.0886 0.85 -0.19 0.16 2.857
F 1.2200 -1.9182 1.4690 -0.10 0.16 0.45 -0.637
F 1.6903 -2.1842 -0.8262 -0.22 0.02 -0.54 -0.645
F 0.6047 0.0392 -1.3045 -0.26 -0.04 -0.35 -0.631
F 0.1234 0.2790 1.0864 0.10 -0.04 -0.07 -0.638
F 2.4218 -0.1481 0.2564 0.10 0.09 0.39 -0.628
F -0.6247 -1.7341 -0.1189 -0.17 0.04 -0.08 -0.642
C -3.8399 0.0365 -1.0767 0.00 0.04 0.08 0.775
O -4.9178 0.3556 -1.5566 0.25 -0.01 -0.16 -0.674
N -3.2622 -1.1842 -1.2775 -0.24 0.27 -0.24 -0.857
N -3.0741 0.9237 -0.3622 0.12 0.40 0.07 -0.864
H -3.7791 -1.8102 -1.8672 0.02 -0.27 0.27 0.409
H -2.5319 -1.5303 -0.6826 -0.07 -0.04 -0.02 0.408
H -3.4222 1.8630 -0.3120 -0.20 -0.08 0.15 0.398
H -2.3365 0.6774 0.2751 0.01 -0.27 -0.14 0.399
C -2.4508 0.4425 3.7859 0.00 -0.08 0.07 0.774
O -3.6337 0.3760 4.0649 0.09 0.02 0.03 -0.656
N -1.6605 1.5077 4.1797 -0.25 -0.72 -0.35 -0.863
N -1.7573 -0.5337 3.1164 0.39 0.07 0.13 -0.885
H -0.6800 1.4749 3.9685 -0.02 0.44 0.07 0.390
H -2.1492 2.3323 4.4654 0.21 0.19 0.05 0.401
H -0.9283 -0.3058 2.5828 -0.20 -0.07 0.24 0.409
H -2.2057 -1.4016 2.8803 -0.63 0.28 -0.26 0.415
C -0.9637 1.1692 -4.6075 -0.05 0.04 -0.53 0.774
O -1.0036 1.2972 -5.8233 -0.02 0.14 0.08 -0.683
N -0.0146 1.7774 -3.8259 -0.31 -0.24 0.60 -0.861
N -1.8942 0.4450 -3.9109 0.66 0.45 0.03 -0.839
H 0.6930 2.3572 -4.2299 0.02 -0.14 -0.28 0.400
H 0.1102 1.4314 -2.8887 0.17 0.20 0.00 0.396
H -2.5180 -0.1069 -4.4675 -0.03 -0.19 0.16 0.406
H -1.6868 0.2050 -2.9553 -0.44 -0.28 -0.01 0.401
C -1.7941 -3.7223 1.8104 -0.06 0.62 -0.51 0.774
O -2.9415 -3.3220 1.7482 -0.27 0.14 0.29 -0.665
N -0.9201 -3.4168 2.8234 0.29 -0.98 -0.58 -0.853
N -1.2151 -4.4386 0.7996 0.19 -0.66 0.33 -0.862
H -0.1781 -4.0924 2.8693 0.30 0.40 0.63 0.382
H -1.1845 -2.8782 3.6251 -0.12 -0.18 0.11 0.412
H -0.2172 -4.5287 0.7376 -0.02 0.08 -0.04 0.386
H -1.7593 -4.7423 0.0111 -0.13 0.29 -0.03 0.426
C 2.1173 4.3110 -1.7347 0.34 -0.10 -0.76 -0.619
C 3.0004 3.4402 -0.8555 0.50 -0.09 -0.45 -0.079
C 2.3770 3.2559 0.5055 -0.91 0.14 0.27 -0.073
O 3.3453 2.9318 1.4719 0.14 -0.38 -0.31 -0.542
C 2.7832 2.4808 2.6778 0.12 -0.22 0.12 -0.249
N 3.3049 2.1509 -1.5125 -0.40 0.11 0.11 -0.831
H 2.4036 4.2087 -2.7889 0.16 -0.15 0.13 0.211
H 2.2928 5.3651 -1.5183 -0.48 0.01 0.27 0.212
H 1.0652 4.0212 -1.7021 -0.08 0.22 0.30 0.208
H 3.9604 3.9581 -0.7536 -0.07 0.03 0.28 0.184
H 1.6214 2.4568 0.4250 0.16 -0.08 0.03 0.175
H 1.7906 4.1369 0.8258 0.34 0.16 -0.07 0.155
H 2.4215 3.3383 3.2560 -0.08 -0.13 0.19 0.158
H 3.5593 1.9373 3.2175 0.06 0.29 0.14 0.190
H 1.9753 1.7526 2.5340 -0.09 0.19 -0.23 0.176
H 2.5182 1.9009 -2.1059 0.05 -0.02 -0.03 0.343
H 3.3100 1.4193 -0.8067 0.25 0.06 -0.09 0.376
O 3.3107 -1.6641 3.6329 0.09 -0.09 0.04 -0.952
H 2.6417 -2.1596 3.1486 -0.11 0.12 -0.06 0.481
H 3.7999 -1.2158 2.9363 -0.02 0.06 -0.03 0.471
O 1.1337 -3.6188 -3.2547 -0.08 -0.13 0.09 -0.964
H 1.3875 -3.1231 -2.4624 -0.02 0.10 -0.04 0.496
H 1.7202 -4.3800 -3.2594 0.04 -0.01 -0.04 0.464
O -1.7379 -3.7439 -2.1219 -0.07 -0.21 0.07 -0.971
H -1.2320 -3.1408 -1.5644 0.02 0.06 -0.03 0.481
H -1.0813 -4.0820 -2.7414 0.14 0.15 -0.10 0.490
```
Positions in Å, forces in eV/Å.

***

# C3H7N3

A cluster of 2 separate species, C3H7N3 in total at a distorted geometry (wB97M-V/def2-TZVPD, OMol25).

Results
- Frontier orbital gap: 9.14 eV
- E_HOMO: -0.303 Eh
- Spin multiplicity: 1
- Strongest force on any atom: 0.0320 Eh/bohr
- E_tot: -7692.5302 eV
- Energy above the lowest of the compared OMol25 structures with the same formula, charge and spin: 2.149 eV

Structure (XYZ):
```
13
Properties=species:S:1:pos:R:3:forces:R:3:nbo_charge:R:1
H -1.0142 2.0166 0.5642 0.12 0.10 -0.18 0.359
N -0.8710 1.2171 -0.0416 0.47 -0.02 0.17 -0.753
C -0.1624 1.4572 -1.0733 -1.50 0.05 -0.68 0.298
N 0.1101 0.4594 -1.9659 0.33 -0.15 -0.09 -0.807
H 0.0852 2.4531 -1.4653 0.38 -0.15 0.47 0.155
H 0.2357 0.6777 -2.9385 0.15 0.16 0.09 0.389
H -0.2999 -0.4432 -1.7876 0.00 0.06 0.11 0.387
C 1.4565 -0.9420 2.2655 -0.73 -0.71 -0.57 -0.376
C 0.5194 -1.3140 1.5959 0.52 0.61 0.87 0.176
N -0.6177 -1.5817 0.9386 -0.05 -0.32 -0.52 -0.859
H 2.1169 -0.8772 3.0803 0.47 0.27 0.25 0.228
H -0.5389 -2.3778 0.3185 -0.18 0.11 0.03 0.378
H -1.0196 -0.7451 0.5091 0.01 -0.01 0.06 0.427
```
Positions in Å, forces in eV/Å.

***

# C24H50ClN3O3

A cluster of 2 separate species, C24H50ClN3O3 in total (wB97M-V/def2-TZVPD, OMol25).

Results
- Frontier orbital gap (spin up / spin down): 6.95 / 8.35 eV
- E_HOMO (spin up / spin down): -0.347 / -0.398 Eh
- Spin multiplicity: 2
- Charge: +1
- Strongest force on any atom: 0.0141 Eh/bohr
- E_tot: -48825.7768 eV

Structure (XYZ):
```
81
Properties=species:S:1:pos:R:3:forces:R:3:lowdin_charge:R:1
C 2.7497 -2.3702 0.1678 0.35 -0.14 0.00 0.001
C 1.5125 -2.6169 -0.6595 -0.42 -0.34 -0.15 -0.484
O 0.9951 -3.6989 -0.6842 0.03 0.12 0.06 0.135
N 0.9123 -1.5137 -1.3600 0.15 0.25 0.14 -0.121
C 1.8732 -0.7796 -2.1752 -0.09 -0.04 -0.01 -0.071
C 0.2132 -0.6388 -0.4002 0.25 -0.04 -0.13 -0.187
C -0.8228 0.2524 -1.0777 -0.40 -0.39 0.46 -0.176
C -2.1282 -0.5277 -1.2839 0.17 0.16 -0.32 -0.195
C -3.1741 0.2824 -2.0534 0.02 0.18 0.11 -0.222
C -4.6354 -0.0677 -1.7485 -0.07 -0.05 -0.12 -0.685
Cl -5.5992 1.0591 -2.8444 0.06 -0.10 0.01 0.654
C -5.0006 0.2969 -0.2969 -0.24 0.29 0.00 -0.134
C -5.8147 -0.7597 0.4533 -0.12 -0.15 -0.01 -0.483
C -7.2562 -0.8098 -0.0638 0.00 -0.06 0.29 -0.019
C -5.8395 -0.4474 1.9504 0.21 0.15 -0.17 -0.026
N -5.1096 -2.0553 0.2539 0.35 0.25 -0.02 -0.122
O -4.0526 -2.1905 0.9609 -0.11 -0.09 0.01 -0.024
C -5.0919 -2.6413 -1.1196 -0.12 -0.11 0.00 -0.442
C -6.3584 -3.5138 -1.3142 0.05 -0.04 -0.05 -0.014
C -3.8798 -3.5615 -1.2506 -0.15 -0.09 -0.02 -0.036
C -5.0360 -1.5008 -2.1879 0.16 -0.01 -0.05 -0.120
H 3.5045 -1.7918 -0.3668 -0.04 0.01 0.00 0.063
H 2.4771 -1.8189 1.0715 -0.05 -0.01 -0.04 0.079
H 3.1661 -3.3376 0.4478 -0.02 0.13 0.06 0.092
H 2.5953 -0.2026 -1.5740 0.02 0.02 -0.01 0.063
H 1.3434 -0.0798 -2.8200 0.01 -0.04 0.00 0.082
H 2.4103 -1.4747 -2.8240 0.00 0.06 0.07 0.102
H 0.9552 -0.0417 0.1609 -0.06 0.03 -0.07 0.096
H -0.3010 -1.2741 0.3271 0.03 0.00 -0.05 0.137
H -1.0300 1.0901 -0.4004 0.04 0.12 -0.24 0.112
H -0.4554 0.6346 -2.0310 0.01 0.16 0.07 0.107
H -1.8809 -1.4291 -1.8485 -0.05 -0.04 0.12 0.111
H -2.5024 -0.8363 -0.3051 -0.02 -0.07 -0.02 0.100
H -3.0569 1.3488 -1.8217 0.02 -0.09 -0.01 0.110
H -3.0050 0.1765 -3.1285 -0.04 0.04 0.04 0.114
H -5.5958 1.2130 -0.3111 0.16 0.00 0.06 0.107
H -4.0946 0.5219 0.2727 0.00 -0.17 -0.06 0.118
H -7.7282 0.1507 0.1555 0.05 -0.04 -0.12 0.096
H -7.3364 -0.9992 -1.1312 -0.03 0.05 0.02 0.074
H -7.8151 -1.5773 0.4777 0.00 0.07 -0.08 0.092
H -4.8478 -0.1648 2.3065 -0.08 -0.14 0.01 0.080
H -6.1747 -1.3169 2.5152 -0.07 0.07 0.00 0.095
H -6.5121 0.3948 2.1229 -0.04 -0.08 0.04 0.090
H -6.1111 -4.5717 -1.2057 0.00 0.09 0.04 0.083
H -6.7865 -3.3756 -2.3099 0.04 -0.03 0.06 0.089
H -7.1242 -3.2855 -0.5788 -0.01 0.01 -0.06 0.066
H -3.8950 -4.3185 -0.4647 0.07 0.11 -0.05 0.093
H -2.9362 -3.0273 -1.2116 -0.02 -0.06 0.07 0.058
H -3.9603 -4.0735 -2.2137 0.03 0.06 0.03 0.099
H -5.9993 -1.4244 -2.6886 0.05 -0.07 0.10 0.076
H -4.3246 -1.8208 -2.9564 -0.10 0.06 -0.01 0.126
C 4.3908 0.2577 2.7411 0.06 -0.06 -0.05 -0.044
C 4.9614 1.6575 2.6537 -0.08 0.03 0.13 -0.155
N 5.9517 1.8822 1.5293 0.10 -0.05 -0.02 -0.269
C 7.1084 0.9457 1.7252 -0.05 0.04 -0.03 0.013
C 6.5383 3.2752 1.6486 -0.03 0.10 0.01 -0.151
C 5.6030 4.4621 1.4866 0.00 -0.01 -0.05 -0.042
C 5.4066 1.5802 0.1500 -0.01 -0.04 0.00 -0.068
C 4.1343 2.2528 -0.3255 -0.11 0.06 0.03 -0.204
O 3.0520 1.8905 0.4930 0.03 -0.05 0.06 -0.218
C 1.9124 2.7406 0.3775 0.01 -0.04 -0.04 -0.053
H 5.1431 -0.4902 2.9869 0.00 0.00 0.02 0.085
H 3.6615 0.2523 3.5501 -0.02 0.02 0.01 0.103
H 3.8665 -0.0342 1.8344 -0.01 0.05 0.00 0.056
H 5.5121 1.9017 3.5632 0.02 0.01 -0.01 0.139
H 4.1684 2.3851 2.5302 -0.02 -0.04 -0.06 0.112
H 7.5044 1.0875 2.7271 0.02 -0.01 0.01 0.120
H 7.8706 1.1760 0.9858 0.02 0.00 0.00 0.115
H 6.7729 -0.0769 1.5945 0.00 -0.02 0.02 0.105
H 7.3411 3.3232 0.9141 0.02 -0.01 0.00 0.135
H 6.9922 3.2928 2.6382 0.02 -0.01 0.00 0.132
H 5.4412 4.7211 0.4439 -0.02 -0.02 0.01 0.078
H 6.0813 5.3227 1.9524 0.02 -0.01 0.02 0.098
H 4.6400 4.3267 1.9743 0.00 0.01 0.02 0.081
H 5.2605 0.5019 0.1246 -0.02 -0.01 -0.01 0.130
H 6.2130 1.8269 -0.5414 0.00 -0.03 -0.03 0.148
H 3.9827 1.8717 -1.3445 0.01 0.06 -0.04 0.137
H 4.2317 3.3354 -0.4042 0.03 0.02 0.06 0.109
H 1.8450 3.1876 -0.6158 -0.01 -0.03 -0.03 0.102
H 1.9457 3.5329 1.1309 0.04 0.03 -0.05 0.094
H 1.0321 2.1255 0.5435 -0.02 0.04 0.03 0.073
```
Positions in Å, forces in eV/Å.